No. 1
Computed, not measured: a structure of composition C14H13BI2O6RhSTi at a distorted geometry, with ωB97M-V/def2-TZVPD.

Results
HOMO-LUMO gap (alpha / beta) = 0.2403 / 0.1637 Eh
HOMO level (alpha / beta) = -21.8 / -21.8 eV
E = -2969.4504 a.u.
Multiplicity = 6
⟨S²⟩ = 8.80
Total charge = +4

Each line ends with the Löwdin spin population.
CARTESIAN COORDINATES (ANGSTROEM)
I (1.944305, 3.123314, 0.868748)  1.2845
I (-1.911833, -1.545149, -2.960489)  0.8506
Ti (-0.530603, -0.987696, -0.840837)  0.9775
Rh (0.936913, 0.503810, 0.750058)  0.3742
S (1.112726, 0.490706, -1.669982)  0.1330
C (2.592904, -0.318455, 1.103783)  0.0406
C (0.469882, 0.368890, 2.556642)  0.0219
C (2.780804, -0.315896, -2.470322)  0.0364
C (2.381042, -0.505126, -3.927433)  0.0065
C (3.248524, -1.614584, -1.834536)  0.0051
C (3.767431, 0.830860, -2.275620)  0.0078
C (-1.830134, -2.023229, 0.569707)  0.0427
C (0.501503, -2.807987, -0.859103)  0.0389
O (0.277404, 0.378291, 3.694730)  0.0074
O (3.654896, -0.668580, 1.441878)  0.0168
O (-2.626866, -2.598149, 1.161862)  0.0283
O (0.897740, -3.905429, -0.918813)  0.0458
H (3.241051, -0.889944, -4.492005)  0.0020
H (2.061494, 0.445489, -4.368992)  0.0005
H (1.555191, -1.221145, -4.021843)  0.0028
H (4.351518, -1.594582, -1.809458)  0.0011
H (2.940616, -2.480799, -2.435086)  0.0003
H (2.917198, -1.764154, -0.801269)  0.0016
H (4.720090, 0.572082, -2.756631)  0.0018
H (3.948332, 1.027097, -1.210973)  0.0047
H (3.374598, 1.749320, -2.728554)  0.0005
O (-1.572858, 2.054477, 1.222746)  0.0397
B (-1.366716, 0.882130, 0.453961)  0.0190
O (-2.699289, 0.312773, 0.242144)  0.0572
C (-3.424213, 0.790988, 1.296029)  0.0803
C (-4.552428, 0.210313, 1.873075)  0.3093
C (-4.961282, 0.716279, 3.109037)  0.0576
C (-4.264905, 1.736760, 3.735291)  0.0951
C (-3.134969, 2.313576, 3.153470)  0.3200
C (-2.745208, 1.837539, 1.901489)  0.0669
H (-5.053925, -0.607277, 1.357680)  0.0103
H (-5.846413, 0.299346, 3.567324)  -0.0005
H (-4.606088, 2.114391, 4.687432)  0.0012
H (-2.548432, 3.089751, 3.634862)  0.0106

Forces on atoms 1 to 3 (eV/Å):
-0.102 -0.325 0.071
-0.589 -0.133 -1.229
0.371 1.211 -0.516

No. 2
Computed, not measured: a structure of composition C14H13Br2ClN2O4Zn, with ωB97M-V/def2-TZVPD.

Results
HOMO-LUMO gap = 0.2563 Eh
HOMO level = -7.2 eV
E = -8339.3485 a.u.
Relative energy (zero: lowest compared OMol25 entry of this formula, charge and spin) = 50.23 kcal per mole

Each line ends with the natural charge from an NBO analysis.
CARTESIAN COORDINATES (ANGSTROEM)
Zn (1.212999, 1.812877, -0.193374)  1.5119
C (-2.515705, 0.626013, -0.887575)  -0.6661
C (-2.011126, 1.606171, 0.124047)  0.4301
N (-0.758218, 1.993912, 0.327214)  -0.6642
C (-0.782109, 2.917873, 1.373174)  0.0075
C (-2.054879, 3.083232, 1.793094)  0.0062
N (-2.800927, 2.250084, 1.000516)  -0.4672
C (-2.766848, 3.914933, 2.798121)  0.7672
O (-2.045802, 4.771856, 3.474706)  -0.6459
O (-3.963642, 3.782252, 2.911843)  -0.5915
C (0.502601, 3.484159, 1.884843)  0.7682
O (0.489396, 4.311967, 2.796773)  -0.6423
O (1.553605, 3.001129, 1.310261)  -0.8649
H (-2.198043, 0.914811, -1.888667)  0.2461
H (-3.604755, 0.579861, -0.873667)  0.2375
H (-2.128414, -0.371593, -0.682212)  0.2575
H (-3.802476, 2.172731, 1.100475)  0.4531
H (-1.093253, 4.738126, 3.161817)  0.5178
Br (2.243335, -0.335422, -0.713273)  0.0091
C (4.025635, 1.122521, -1.062362)  -0.7625
Br (3.157583, 2.767832, -1.614517)  -0.0461
H (4.657096, 0.799620, -1.888473)  0.2014
H (4.590103, 1.349429, -0.159654)  0.2014
Cl (0.793890, -3.339535, 1.838921)  -0.0143
C (0.815321, -3.773173, 0.144388)  -0.0171
C (1.059836, -5.099570, -0.182419)  -0.2248
C (1.103927, -5.484500, -1.513700)  -0.2117
C (0.907144, -4.532549, -2.508998)  -0.2094
C (0.659849, -3.212867, -2.162854)  -0.1942
C (0.597732, -2.792810, -0.827491)  -0.0986
C (0.382810, -1.371646, -0.504978)  -0.5883
H (1.219496, -5.820987, 0.611717)  0.2291
H (1.297801, -6.520817, -1.768910)  0.2191
H (0.943724, -4.820276, -3.554619)  0.2173
H (0.508838, -2.467857, -2.942448)  0.2097
H (0.052059, -1.188263, 0.513753)  0.2237
H (-0.248581, -0.869525, -1.235473)  0.1953

Forces on atoms 1 to 3 (eV/Å):
0.384 -0.026 -0.031
0.019 0.150 0.167
-0.020 0.080 0.087

No. 3
Computed, not measured: a structure of composition C14H13BrCl4N2Tl, with ωB97M-V/def2-TZVPD.

Results
HOMO-LUMO gap = 0.2794 Eh
HOMO level = -11.3 eV
E = -5237.8726 a.u.
Total charge = +1

Each line ends with the natural charge from an NBO analysis.
CARTESIAN COORDINATES (ANGSTROEM)
Tl (-0.484942, 0.908741, -1.136069)  0.7987
Cl (-3.889976, 0.238062, -1.665724)  -0.0129
C (-4.482403, 1.824034, -1.135933)  -0.3849
Cl (-3.337441, 2.662025, -0.072284)  -0.0115
H (-5.400125, 1.669836, -0.584102)  0.2387
H (-4.641032, 2.436484, -2.013546)  0.2340
Br (-4.109094, -2.270366, 4.998046)  0.1050
C (-2.744828, -1.806786, 3.785214)  -0.0756
C (-3.046810, -1.033719, 2.677514)  -0.2272
C (-2.035151, -0.699431, 1.793213)  -0.2062
C (-0.727243, -1.124859, 1.997042)  0.1618
C (-0.445100, -1.902659, 3.120207)  -0.2313
C (-1.446945, -2.242703, 4.010293)  -0.2059
N (0.233992, -0.723368, 1.024746)  -0.4853
C (1.448561, -1.071706, 1.104933)  0.1048
C (2.462434, -0.666443, 0.109441)  0.2027
C (3.771646, -1.090199, 0.273557)  -0.2245
C (4.726069, -0.711142, -0.658635)  -0.1392
C (4.337613, 0.079333, -1.723294)  -0.2307
C (3.004809, 0.459559, -1.811598)  0.0582
N (2.084746, 0.099659, -0.922207)  -0.5283
H (-4.060925, -0.698665, 2.509605)  0.2371
H (-2.269641, -0.095740, 0.923952)  0.2060
H (0.557314, -2.254888, 3.321057)  0.2156
H (-1.222285, -2.845535, 4.879198)  0.2397
H (1.830310, -1.695662, 1.913477)  0.1754
H (4.036501, -1.708534, 1.121123)  0.2326
H (5.754673, -1.028999, -0.552623)  0.2390
H (5.044424, 0.400515, -2.475286)  0.2402
H (2.662041, 1.079839, -2.631973)  0.2054
Cl (0.176512, 1.097161, -4.497605)  -0.0118
C (0.477116, 2.844427, -4.564769)  -0.3846
Cl (0.776215, 3.535569, -2.958782)  -0.0112
H (-0.396818, 3.324105, -4.984823)  0.2379
H (1.355780, 3.012058, -5.173366)  0.2383

Forces on atoms 1 to 3 (eV/Å):
0.141 -0.119 0.135
-0.021 0.018 0.029
-0.015 0.001 0.004

No. 4
Computed, not measured: the molecule C14H13BrFN, with ωB97M-V/def2-TZVPD.

Results
HOMO-LUMO gap = 0.3564 Eh
HOMO level = -8.9 eV
E = -3269.9234 a.u.

Each line ends with the natural charge from an NBO analysis.
CARTESIAN COORDINATES (ANGSTROEM)
F (-4.461660, -2.706544, -0.666393)  -0.3261
C (-3.551495, -1.831035, -0.187357)  0.3874
C (-3.774673, -0.474720, -0.344603)  -0.2770
C (-2.837322, 0.413334, 0.148095)  -0.1832
C (-1.688492, -0.044929, 0.783275)  -0.0494
C (-0.677642, 0.941904, 1.303435)  -0.2465
N (-0.415893, 1.987365, 0.323750)  -0.6097
C (0.178255, 1.508189, -0.917778)  -0.2491
C (1.495498, 0.797579, -0.722441)  -0.0636
C (1.571185, -0.588792, -0.781111)  -0.1952
C (2.762455, -1.246579, -0.532162)  -0.2377
C (3.887657, -0.504633, -0.218672)  -0.0747
Br (5.535626, -1.401489, 0.129415)  0.0468
C (3.839393, 0.877349, -0.153588)  -0.2542
C (2.640722, 1.519273, -0.404053)  -0.1460
C (-1.490629, -1.411682, 0.924668)  -0.2026
C (-2.421644, -2.315904, 0.443666)  -0.2716
H (-4.668201, -0.132916, -0.842573)  0.2296
H (-2.980393, 1.476514, 0.034786)  0.2302
H (0.234478, 0.401518, 1.608637)  0.1790
H (-1.087425, 1.435049, 2.191799)  0.2116
H (0.187819, 2.689233, 0.740954)  0.3591
H (0.313658, 2.378783, -1.565311)  0.2087
H (-0.540833, 0.833667, -1.389331)  0.2075
H (0.688108, -1.161057, -1.025641)  0.2219
H (2.816331, -2.323390, -0.580028)  0.2286
H (4.726526, 1.442007, 0.088894)  0.2280
H (2.598472, 2.598394, -0.356311)  0.2024
H (-0.600719, -1.776653, 1.417086)  0.2173
H (-2.279150, -3.379840, 0.548892)  0.2281

Forces on atoms 1 to 3 (eV/Å):
0.060 0.067 0.028
0.121 0.029 0.057
-0.092 -0.190 -0.026

No. 5
Computed, not measured: a structure of composition C14H13CrN3O6 at a distorted geometry, with ωB97M-V/def2-TZVPD.

Results
HOMO-LUMO gap (alpha / beta) = 0.1492 / 0.2062 Eh
HOMO level (alpha / beta) = 0.5 / -1.0 eV
E = -2201.1050 a.u.
Multiplicity = 5
⟨S²⟩ = 6.28
Total charge = -2
Relative energy (zero: lowest compared OMol25 entry of this formula, charge and spin) = 48.87 kcal per mole

Each line ends with the Löwdin spin population.
CARTESIAN COORDINATES (ANGSTROEM)
C (-0.608213, 0.856880, -1.977021)  0.0279
C (0.784046, 0.790033, -1.603614)  0.0375
C (0.939369, 1.460211, -0.332468)  0.0472
C (-0.316233, 1.982189, 0.041787)  0.0945
C (-1.311471, 1.603418, -0.932365)  0.1058
Cr (-0.444627, -0.596968, -0.143600)  2.1807
N (-2.246042, 0.036175, 0.186427)  0.5477
C (0.436875, -2.459602, -0.675435)  -0.0451
C (1.530134, -1.575992, -0.585885)  -0.0838
H (1.913638, 1.667501, 0.150245)  0.0016
H (1.603882, 0.386572, -2.201331)  0.0017
H (-0.500639, 2.571417, 0.939233)  0.0041
H (-2.255740, 2.124529, -1.081567)  0.0049
H (-1.007067, 0.569012, -2.932662)  0.0023
H (2.127297, -1.533911, -1.508086)  -0.0074
H (0.150662, -3.052799, 0.218407)  0.0036
H (-3.028281, -0.529096, 0.616420)  0.0346
H (2.120935, -1.695272, 0.321975)  -0.0095
H (0.021931, -2.842559, -1.637435)  0.0004
O (-1.499262, 0.958000, 2.424794)  0.0218
C (-0.544958, 0.173204, 2.603706)  0.0019
O (0.143868, -0.478829, 1.727234)  0.0190
C (-0.152490, 0.000028, 4.073115)  0.0222
C (1.164990, -0.166102, 4.496804)  0.1763
C (1.437448, -0.217608, 5.881211)  0.0362
C (0.399430, -0.151792, 6.825363)  -0.0363
C (-0.924416, -0.022080, 6.373705)  0.0237
C (-1.203306, 0.052028, 4.996039)  0.1915
N (-2.010757, 0.034879, 7.302810)  0.0662
O (-1.758484, -0.043196, 8.522036)  0.0831
O (-3.165810, 0.154966, 6.840829)  0.0393
N (2.790382, -0.328674, 6.332420)  0.1357
O (3.702099, -0.360222, 5.480476)  0.1035
O (2.993276, -0.392805, 7.562429)  0.1418
H (1.979895, -0.209916, 3.780717)  0.0143
H (0.611857, -0.197684, 7.892350)  -0.0020
H (-2.225218, 0.206063, 4.663136)  0.0133

Forces on atoms 1 to 3 (eV/Å):
1.145 0.366 1.046
-0.702 0.671 -0.187
-0.118 0.098 -0.939

No. 6
Computed, not measured: the ion C14H13N2O4 with charge -1 at a distorted geometry, with ωB97M-V/def2-TZVPD.

Results
HOMO-LUMO gap = 0.2260 Eh
HOMO level = -3.7 eV
E = -951.6375 a.u.
Total charge = -1
Relative energy (zero: lowest compared OMol25 entry of this formula, charge and spin) = 101.23 kcal per mole

Each line ends with the natural charge from an NBO analysis.
CARTESIAN COORDINATES (ANGSTROEM)
C (-2.545440, -0.783561, 1.969402)  -0.7192
C (-1.254341, -0.175562, 2.555654)  0.6089
O (-1.315249, 0.958658, 3.001900)  -0.5170
C (0.052735, -1.020633, 2.554556)  -0.4485
C (1.295108, -0.107590, 2.447533)  0.5854
C (2.534422, -0.684625, 1.814777)  -0.7228
O (1.280855, 1.031287, 2.889491)  -0.5255
C (0.397990, -2.376251, 3.448791)  -0.2285
C (-0.884367, -2.940352, 3.932318)  -0.3189
N (-1.531997, -2.306621, 4.946682)  0.4420
O (-2.765625, -2.518163, 5.178570)  -0.5742
O (-0.845369, -1.459570, 5.598215)  -0.5702
C (1.298998, -3.550267, 2.940660)  0.0495
C (2.621171, -3.654581, 3.344891)  -0.2151
C (3.518810, -4.463448, 2.643034)  -0.1690
C (3.028032, -5.337043, 1.669175)  -0.1611
C (3.904275, -6.163528, 0.887735)  0.2830
N (4.573357, -6.797401, 0.171339)  -0.3468
C (1.679100, -5.300891, 1.318057)  -0.1776
C (0.788608, -4.483239, 2.028041)  -0.2157
H (-2.423806, -1.771935, 1.507864)  0.2068
H (-3.281086, -0.849047, 2.793032)  0.2640
H (-2.937600, -0.057941, 1.221904)  0.2189
H (-0.017357, -1.729042, 1.768114)  0.2302
H (2.354528, -1.478277, 1.088618)  0.2167
H (3.057215, 0.144923, 1.324108)  0.2333
H (3.173170, -1.056450, 2.621682)  0.2343
H (0.924543, -1.772975, 4.199431)  0.2499
H (-1.309693, -3.839566, 3.527563)  0.1863
H (2.954736, -3.055793, 4.198327)  0.2285
H (4.585411, -4.426551, 2.888694)  0.2212
H (1.317459, -5.923354, 0.492721)  0.2219
H (-0.276212, -4.582441, 1.838871)  0.2294

Forces on atoms 1 to 3 (eV/Å):
0.121 0.318 -0.100
-0.467 0.111 1.501
0.111 -1.402 -0.787